Model one:
Below is a cluster of 2 separate species, H4N2O in total, with properties calculated with wB97M-V/def2-TZVPD.

Bonds (Å) are listed after each position.
Element x y z (Å)
1 H -0.302 -1.522 -1.104  O7 0.973
2 H 0.759 -1.448 -2.160  O7 0.975
3 H 0.240 0.515 0.257  N5 1.029
4 H -1.077 1.789 1.197  N6 1.077
5 N 0.304 0.435 1.281  H3 1.029, N6 1.231
6 N -0.421 1.245 1.857  H4 1.077, N5 1.231
7 O 0.497 -1.014 -1.327  H1 0.973, H2 0.975

Results
frontier orbital gap	9.84	eV
SMILES string	[H]/N=N\[H].O
HOMO level	-0.337	hartree
total charge	0

Atomic partial charges in e from the Löwdin method, atoms 1 to 4: 0.047, 0.051, 0.016, 0.062

Model two:
Below is a cluster of 2 separate species, H4N2O in total, with properties calculated with wB97M-V/def2-TZVPD.

Bonds (Å) are listed after each position.
Element x y z (Å)
1 H 0.907 2.335 -0.146  N5 1.047
2 H 1.806 0.516 -0.432  N6 1.102
3 H -1.220 -2.409 0.589  O7 0.957
4 H -0.852 -0.962 0.229  O7 0.991
5 N 0.243 1.613 -0.515  H1 1.047, N6 1.301
6 N 0.733 0.452 -0.193  H2 1.102, N5 1.301
7 O -1.616 -1.545 0.468  H3 0.957, H4 0.991

Results
frontier orbital gap	9.49	eV
SMILES string	[H]/N=N\[H].O
HOMO level	-0.372	hartree
total charge	0

Atomic partial charges in e from the Löwdin method, atoms 1 to 4: 0.053, 0.092, 0.017, -0.012

Compare the structures above. Which one is the most stable? model one is.